Here is a structure of composition C14H21CaO11Pt from OMol25. Energies are from ωB97M-V/def2-TZVPD.

The geometry in XYZ format:
```
48
C14H21CaO11Pt, DFT ωB97M-V/def2-TZVPD
Ca -4.001 -0.128 4.458
Pt -4.596 -2.289 1.467
C -1.175 0.328 1.074
C -2.187 -0.063 2.125
O -2.470 0.745 3.029
O -2.827 -1.165 2.053
H -1.096 -0.454 0.324
H -0.252 0.450 1.645
H -1.510 1.252 0.607
C 1.702 1.739 -0.571
C 1.497 3.136 -0.074
C 2.174 3.496 1.253
O 2.663 4.798 1.036
C 2.683 5.061 -0.297
O 3.355 5.974 -0.700
O 1.932 4.188 -0.936
H 0.755 1.308 -0.900
H 2.151 1.038 0.132
H 2.300 1.722 -1.486
H 0.421 3.326 0.042
H 2.829 2.662 1.530
H 1.443 3.549 2.069
C 1.496 -3.325 1.935
C 2.436 -2.506 2.837
C 3.571 -1.816 2.109
O 3.380 -0.419 2.324
C 2.233 -0.200 2.982
O 1.761 0.875 3.213
O 1.717 -1.369 3.377
H 1.916 -4.298 1.696
H 1.338 -2.702 1.055
H 0.549 -3.475 2.453
H 2.832 -2.980 3.734
H 3.554 -1.952 1.025
H 4.544 -2.185 2.431
C -1.388 -0.954 -4.458
C -2.769 -0.503 -3.971
C -3.926 -1.494 -4.260
O -4.410 -1.901 -2.975
C -3.664 -1.363 -2.034
O -3.714 -1.567 -0.838
O -2.733 -0.561 -2.533
H -1.306 -2.039 -4.468
H -0.572 -0.463 -3.930
H -1.240 -0.623 -5.490
H -2.967 0.477 -4.398
H -3.717 -2.357 -4.891
H -4.714 -0.971 -4.804
```

The HOMO energy (spin up / spin down) is -17.70 / -17.70 eV. The spin multiplicity is 3. For the total energy, the calculation gives -2169.51275 Ha. Its charge is +3. Its HOMO-LUMO gap (spin up / spin down) is 0.2529 / 0.1576 Eh.